# 1
# C5H9GaMgO4

A molecular structure, C5H9GaMgO4 (wB97M-V/def2-TZVPD, OMol25).

The HOMO energy (spin up / spin down) is -12.16 / -12.15 eV. Its largest force on an atom is 6.48 eV Å⁻¹. The electronic energy comes out at -2621.48469 Ha. The calculation puts the gap between HOMO and LUMO (spin up / spin down) at 7.60 / 5.76 eV. As for the net charge: +1. As for the spin multiplicity: 2. The energy relative to the best compared isomer or geometry (same formula, charge and spin) is 0.0 kcal per mole.

```
20
Properties=species:S:1:pos:R:3:lowdin_charge:R:1
O 1.822 0.627 -0.481 -0.31
C 2.248 -0.397 0.334 -0.34
C 1.138 -0.996 1.185 -0.17
O -0.013 -1.322 0.392 -0.44
C 0.171 -2.391 -0.531 -0.05
Ga -1.780 -0.498 0.672 0.78
H 3.045 -0.098 1.046 0.14
H 2.691 -1.206 -0.282 0.12
H 0.802 -0.270 1.939 0.13
H 1.485 -1.903 1.707 0.15
H -0.813 -2.694 -0.907 0.09
H 0.772 -2.052 -1.385 0.11
H 0.655 -3.241 -0.028 0.12
O -0.569 3.228 -1.376 -0.02
C -1.779 3.456 -1.050 0.14
C -2.409 2.305 -0.272 -0.25
O -1.575 1.201 -0.025 -0.42
Mg 0.196 1.487 -0.786 0.91
H -3.321 2.019 -0.832 0.15
H -2.766 2.746 0.681 0.15
```

# 2
# C14H23N2PSTc

A molecular structure, C14H23N2PSTc (wB97M-V/def2-TZVPD, OMol25).

The HOMO energy (spin up / spin down) is -14.64 / -14.77 eV. Its largest force on an atom is 3.63 eV Å⁻¹. The electronic energy comes out at -1476.37123 Ha. The calculation puts the gap between HOMO and LUMO (spin up / spin down) at 6.51 / 3.72 eV. As for the net charge: +2. As for the spin multiplicity: 4. The energy relative to the best compared isomer or geometry (same formula, charge and spin) is 12.9 kcal per mole.

```
42
Properties=species:S:1:pos:R:3:lowdin_charge:R:1
C -2.911 0.180 -2.567 0.05
C -2.654 -1.010 -1.846 0.09
C -1.781 -1.013 -0.765 -0.20
C -1.194 0.192 -0.347 -0.16
C -1.436 1.376 -1.078 -0.24
C -2.327 1.376 -2.125 0.06
C -1.661 -2.315 -0.042 -0.10
C -0.277 -2.850 0.328 -0.17
N 0.843 -1.885 0.229 -0.39
Tc 0.238 0.107 1.189 1.07
C -0.728 2.624 -0.644 -0.24
P 0.795 2.123 0.262 0.70
H -3.132 -1.921 -2.183 0.15
H -2.556 2.326 -2.617 0.15
H -3.573 0.182 -3.395 0.12
H -1.330 3.239 0.045 0.13
H -0.442 3.251 -1.498 0.12
H -2.282 -2.288 0.869 0.16
H -2.096 -3.086 -0.694 0.13
H -0.312 -3.196 1.364 0.12
C 1.228 3.650 1.164 -0.22
C 2.021 2.093 -1.072 -0.22
H -0.021 -3.703 -0.319 0.14
C 1.253 -1.754 -1.177 -0.06
C 1.978 -2.452 0.987 -0.07
H 0.169 1.432 2.217 0.03
H 1.581 -2.734 -1.564 0.12
H 0.436 -1.390 -1.790 0.08
H 2.072 -1.030 -1.255 0.09
H 2.357 -3.352 0.476 0.12
H 2.765 -1.689 1.074 0.10
H 1.629 -2.718 1.980 0.08
H 2.167 3.116 -1.453 0.07
H 2.966 1.687 -0.687 0.07
H 1.655 1.458 -1.886 0.05
H 1.338 4.502 0.471 0.08
H 0.445 3.878 1.901 0.07
H 2.179 3.479 1.691 0.07
H 1.253 1.117 2.083 0.06
S -0.358 -1.384 5.625 0.82
C -0.199 -0.978 4.101 -0.87
N -0.098 -0.641 2.949 -0.17
```

# 3
# C6H11NO

A gas-phase ion, C6H11NO (charge -1) (wB97M-V/def2-TZVPD, OMol25).

The HOMO energy (spin up / spin down) is 0.54 / -2.91 eV. Its largest force on an atom is 1.91 eV Å⁻¹. The electronic energy comes out at -365.12121 Ha. The calculation puts the gap between HOMO and LUMO (spin up / spin down) at 2.84 / 6.28 eV. As for the net charge: -1. As for the spin multiplicity: 2. The energy relative to the best compared isomer or geometry (same formula, charge and spin) is 33.2 kcal per mole.

```
19
Properties=species:S:1:pos:R:3:lowdin_charge:R:1
O 1.487 -3.241 2.456 -0.27
C 0.973 -2.064 2.562 -0.50
C -0.130 -1.555 1.646 -0.27
C 0.349 -1.421 0.178 -0.23
C -0.445 -0.403 -0.631 -0.12
C -0.347 0.908 -0.442 -0.19
N -1.046 1.835 -1.289 -0.13
C -0.147 2.767 -1.969 -0.15
H 1.397 -1.309 3.258 0.02
H -0.528 -0.656 2.121 0.08
H -0.887 -2.359 1.655 0.08
H 0.298 -2.407 -0.281 0.09
H 1.388 -1.101 0.129 0.09
H -1.075 -0.776 -1.437 0.09
H 0.061 1.347 0.458 0.11
H -1.596 1.338 -1.975 0.09
H 0.245 2.393 -2.913 0.06
H 0.699 3.017 -1.333 0.07
H -0.695 3.689 -2.190 0.06
```

# 4
# C14H23BN6Sn

A molecular structure, C14H23BN6Sn (wB97M-V/def2-TZVPD, OMol25).

The HOMO energy (spin up / spin down) is -22.27 / -22.38 eV. Its largest force on an atom is 3.76 eV Å⁻¹. The electronic energy comes out at -1113.14561 Ha. The calculation puts the gap between HOMO and LUMO (spin up / spin down) at 4.20 / 4.14 eV. As for the net charge: +4. The energy relative to the best compared isomer or geometry (same formula, charge and spin) is 5.8 kcal per mole.

```
45
Properties=species:S:1:pos:R:3:lowdin_charge:R:1
C -1.049 -2.026 1.578 -0.04
N -0.573 -1.483 0.432 -0.11
N -0.221 -2.502 -0.425 -0.02
C -0.479 -3.671 0.186 0.03
C -0.987 -3.410 1.446 0.06
B 0.465 -2.258 -1.820 -0.39
N -0.431 -1.347 -2.729 0.07
N -0.856 -0.112 -2.287 0.00
C -1.566 0.471 -3.278 0.07
C -1.585 -0.397 -4.370 0.21
C -0.886 -1.529 -3.980 0.14
Sn -0.362 0.630 -0.209 1.60
N 1.744 -1.413 -1.468 0.05
N 1.634 -0.221 -0.800 -0.02
C 2.875 0.256 -0.567 0.06
C 3.788 -0.646 -1.115 0.19
C 3.047 -1.693 -1.662 0.13
H 3.027 1.178 -0.029 0.15
H 3.335 -2.611 -2.176 0.19
H 4.864 -0.547 -1.120 0.18
H 0.737 -3.287 -2.352 0.15
H -0.698 -2.457 -4.488 0.19
H -0.311 -4.600 -0.334 0.16
H -2.064 -0.219 -5.313 0.18
H -1.304 -4.122 2.186 0.15
H -2.035 1.430 -3.157 0.16
H -1.428 -1.443 2.400 0.13
H -0.653 3.227 -0.990 0.03
C -1.712 3.239 -0.685 -0.05
H -2.334 3.505 -1.551 0.07
H -2.069 2.258 -0.296 -0.04
H -1.852 3.997 0.099 0.08
C 1.159 2.261 2.386 -0.06
C 0.121 1.241 2.846 -0.49
C -0.357 1.606 4.254 -0.01
C -1.061 1.189 1.871 -0.13
H 0.718 3.269 2.358 0.12
H 1.568 2.040 1.388 0.03
H 1.999 2.277 3.095 0.12
H 0.583 0.238 2.887 0.14
H -0.829 2.595 4.248 0.11
H -1.083 0.880 4.634 0.11
H 0.490 1.642 4.944 0.12
H -1.791 0.412 2.119 0.08
H -1.579 2.153 1.843 0.10
```

# 5
# C5H11N

2 unconnected molecules or ions with the total composition C5H11N (wB97M-V/def2-TZVPD, OMol25).

The HOMO energy is -6.77 eV. Its largest force on an atom is 0.30 eV Å⁻¹. The electronic energy comes out at -251.69709 Ha. The calculation puts the gap between HOMO and LUMO at 7.90 eV. As for the net charge: 0. The energy relative to the best compared isomer or geometry (same formula, charge and spin) is 103.8 kcal per mole.

```
17
Properties=species:S:1:pos:R:3:lowdin_charge:R:1
C -1.821 1.107 -0.609 -0.09
C -1.385 -0.314 -0.446 -0.17
N -0.155 -0.612 -0.156 -0.14
C 0.701 -1.772 0.028 -0.06
C 1.078 -0.361 0.266 -0.29
C 2.124 0.602 -0.171 -0.07
H -2.805 1.260 -0.151 0.07
H -1.113 1.784 -0.117 0.07
H -1.900 1.406 -1.663 0.07
H -0.998 0.077 2.266 0.05
H -2.070 -1.145 -0.568 0.11
H 0.465 -2.420 0.877 0.09
H 0.919 -2.311 -0.903 0.10
H -0.253 0.102 2.163 0.04
H 2.972 0.571 0.521 0.07
H 1.729 1.624 -0.153 0.07
H 2.511 0.402 -1.183 0.07
```

Question: Which formula does entry 2 have?
Answer: C14H23N2PSTc

Question: Which of these has the highest net charge?
Answer: C14H23BN6Sn